Computed, not measured: a structure of composition C4H15AgB2F6NO8S2, with ωB97M-V with the def2-TZVPD basis set.

Properties
- Strongest force on any atom: 3.80 eV Å⁻¹
- 2S+1: 2
- Charge: -2
- E_tot: -65582.6242 eV
- Lowest unoccupied orbital energy (alpha / beta): 4.204 / 3.575 eV
- HOMO energy (alpha / beta): -2.332 / -2.148 eV

```
39
Properties=species:S:1:pos:R:3:forces:R:3:lowdin_charge:R:1
Ag 0.364347 0.286209 -1.871003 1.547 -0.490 1.429 0.912
C -3.384056 -1.619762 0.827801 0.676 0.699 1.008 -0.649
F -3.256013 -2.764593 1.511469 -0.144 0.339 -0.460 0.120
F -3.404603 -1.863761 -0.473393 0.081 -0.386 -0.131 0.126
F -4.546800 -1.045603 1.139705 -0.469 -0.242 0.148 0.109
S -2.016994 -0.324617 1.234502 2.643 -0.796 -2.610 0.687
O -1.436924 -0.124772 -0.095318 -1.114 -0.285 1.651 -0.376
O -2.699744 0.812331 1.801679 0.214 -0.897 0.131 -0.305
N -0.813227 -1.193863 2.138835 -2.646 2.127 -0.734 -0.251
S -1.168436 -0.681426 3.602458 -0.343 0.736 1.965 0.557
O -0.794675 0.699739 3.908630 0.147 -1.588 -0.012 -0.326
O -2.511639 -1.065768 4.033183 0.690 -0.102 0.096 -0.353
C -0.020391 -1.766207 4.676525 -1.167 0.815 -2.026 -0.672
F 1.236421 -1.477763 4.372703 0.352 -0.197 0.549 0.136
F -0.288021 -1.488190 5.951318 0.366 -0.330 0.131 0.120
F -0.243573 -3.066183 4.422210 0.182 0.219 0.533 0.113
C 2.497050 3.328391 0.917903 0.263 0.306 0.341 -0.038
C 2.350265 2.142487 -0.029832 0.724 -1.345 -1.924 -0.706
O 3.350085 1.810285 -0.687080 0.072 0.570 1.001 -0.032
O 1.197219 1.630092 -0.243285 -0.886 0.779 1.002 -0.110
H 2.396469 4.184915 0.245945 -0.205 0.221 0.282 0.066
H 3.505437 3.386281 1.332248 0.151 -0.271 -0.346 0.057
H 1.851770 3.416343 1.792680 -0.563 -0.201 -0.415 0.059
B 1.869285 0.743400 -3.663772 0.697 0.768 -0.311 -0.481
H 1.415865 1.789626 -3.461803 -0.561 1.715 -0.053 -0.052
H 2.659767 0.686639 -4.502052 0.820 -0.023 -1.454 -0.051
H 2.415130 0.414768 -2.727952 1.325 -0.345 1.670 -0.065
H 1.039655 -0.013980 -3.816428 -2.082 -1.775 -1.203 -0.084
B 1.402897 -1.722532 -0.931289 0.570 -0.840 0.286 -0.411
H 2.539042 -1.719212 -0.736343 1.546 0.399 0.371 -0.018
H 0.928567 -0.907126 -0.316018 -0.848 1.442 2.129 -0.065
H 1.397609 -1.494418 -2.037579 0.167 -0.123 -2.832 -0.064
H 0.950650 -2.765732 -0.733725 -1.248 -1.221 0.129 -0.031
O -1.216618 -1.245907 -2.852603 -0.760 -0.210 -0.324 -0.075
H -1.150503 -2.025792 -3.414156 0.366 0.019 0.104 0.066
H -1.945007 -0.736021 -3.221730 -0.075 -0.078 0.149 0.036
O -1.233535 1.704669 -2.506842 -1.045 0.565 -0.500 -0.076
H -1.612289 2.541690 -2.217585 0.253 -0.066 0.328 0.074
H -1.624495 1.535364 -3.370018 0.306 0.091 -0.097 0.055
```
Positions in Å, forces in eV/Å.